# C4H8N3O

An isolated ion of composition C4H8N3O and charge +1 at a distorted geometry (the ωB97M-V functional and the def2-TZVPD basis, the OMol25 dataset).

Each line ends with the Mulliken charge.
Atoms and positions in Å:
O: 0.853990 0.358086 -1.002320  -0.468
N: 1.211652 -0.215224 3.197470  -0.268
H: -2.198553 -1.019054 -1.179493  0.392
H: 2.739720 0.022478 1.772719  0.298
H: -2.270014 -0.063846 1.036631  0.315
N: -1.360917 -0.466803 0.810334  -0.170
N: 0.328015 -0.892561 2.549036  -0.002
C: -1.236418 -0.815114 -0.711360  -0.560
H: -0.625571 0.096632 -2.586783  0.330
H: 2.774507 1.016377 3.302626  0.280
C: -0.451316 -0.501079 1.685471  0.444
H: -0.540343 -1.709933 -0.653529  0.310
H: -0.817005 1.291694 -1.169943  0.323
C: -0.442856 0.330018 -1.443573  -0.342
C: 2.256442 0.308645 2.671631  -0.187
H: 1.376607 0.846050 -1.620811  0.304

Atomic forces in eV per Å
1.0 -1.3 0.7
2.1 2.7 1.0
0.0 0.0 0.6
-0.1 -0.3 -1.2
0.2 -0.1 0.4
-1.1 0.4 -1.5
-2.7 0.0 -3.4
3.2 0.2 1.0
0.7 0.6 2.1
0.1 -0.1 0.2
1.1 -2.1 1.2
-1.1 0.8 -0.6
-1.3 0.7 -0.3
-2.2 -1.5 -1.5
-0.5 -0.6 1.8
0.7 0.5 -0.5

frontier orbital gap: 9.995 eV
net charge: +1
maximum force: 4.37 eV/A
SMILES: C=NN=C=[NH+]CCO
energy relative to the best compared isomer or geometry (same formula, charge and spin): 5.558 eV
E_HOMO: -14.5 eV
lowest unoccupied orbital energy: -4.55 eV

---

# C4H8N3O

A 2-piece molecular cluster, C4H8N3O overall at a distorted geometry (the ωB97M-V functional and the def2-TZVPD basis, the OMol25 dataset).

Each line ends with the Mulliken charge.
Atoms and positions in Å:
H: 0.560992 -1.576106 -1.137886  0.513
H: -3.207404 0.317619 -2.109414  0.418
H: -2.400793 -1.081791 -0.186681  0.254
H: -0.462350 1.134986 -2.279025  0.454
H: 1.523836 2.167962 0.102354  0.450
H: 1.069129 -1.807559 1.444530  0.224
O: -1.434259 0.951097 -2.509301  -0.391
H: 0.736209 0.682603 2.270311  0.268
N: -1.861729 -0.470414 -0.736965  -0.083
H: 2.438312 0.365408 1.752029  0.292
N: 1.254645 -0.965869 0.913145  -0.180
N: 0.966635 0.416163 -0.782593  -0.400
C: 1.430080 0.332954 1.468067  -0.247
C: -2.218458 0.187924 -1.763927  0.260
C: 0.896122 -0.851412 -0.349927  -0.448
C: 1.295088 1.129663 0.236767  -0.382

Atomic forces in eV per Å
0.7 0.1 1.6
-1.6 -0.6 0.0
-0.4 -1.2 1.2
-0.9 -1.1 0.6
0.0 0.4 0.4
0.2 0.3 0.0
-0.5 -0.4 0.5
0.4 -0.6 -0.2
-0.5 1.2 -1.2
1.5 0.5 1.4
-0.9 -2.3 1.5
-1.3 -1.8 -2.0
-0.2 0.9 0.3
4.3 2.3 -0.9
-1.1 -0.2 -4.2
0.4 2.6 1.2

2S+1: 3
frontier orbital gap (alpha / beta): 5.852 / 5.322 eV
net charge: +1
maximum force: 4.93 eV/A
energy relative to the best compared isomer or geometry (same formula, charge and spin): 1.092 eV
E_HOMO (alpha / beta): -10.0 / -14.4 eV
<S²>: 2.0209
lowest unoccupied orbital energy (alpha / beta): -4.15 / -9.05 eV

---

# C4H8N3O2

A 2-piece molecular cluster, C4H8N3O2 overall at a distorted geometry (the ωB97M-V functional and the def2-TZVPD basis, the OMol25 dataset).

Each line ends with the Mulliken charge.
Atoms and positions in Å:
H: 3.131490 1.505190 1.501519  0.268
N: 1.165255 1.315476 0.791084  -0.044
H: -3.077943 -1.782111 -2.400721  0.251
H: 2.615167 -0.143316 0.998016  0.234
H: -2.885852 -1.584506 -0.633035  0.338
H: -2.553225 -0.216437 -1.721585  0.255
N: 0.812438 2.520324 0.846007  -0.243
H: 2.044773 0.548853 2.534836  0.262
H: -0.778676 0.950436 -0.263316  0.341
O: -1.172026 -1.760403 -1.779265  -0.416
C: -0.260245 -1.316966 -0.781626  0.172
N: -0.680477 -1.083154 0.587632  -0.650
H: 0.698366 -1.767120 -1.003193  0.369
C: -0.370853 -0.014313 -0.092452  -0.017
O: 1.493309 3.355033 1.534103  -0.522
C: -2.489131 -1.305954 -1.615521  -0.751
C: 2.307630 0.778966 1.497516  -0.847

Atomic forces in eV per Å
0.1 -0.1 0.1
0.6 -5.6 -1.9
0.0 0.1 0.0
0.0 0.1 0.1
-0.1 0.1 -0.1
-0.1 0.0 0.0
-0.2 2.8 0.9
0.2 -0.1 0.4
-0.3 0.6 0.2
0.2 -0.2 0.1
0.5 1.4 0.4
-0.1 0.3 -0.3
0.1 -0.1 0.0
-0.2 -1.5 -0.1
0.1 1.6 0.4
-0.1 0.0 0.1
-0.7 1.0 -0.2

2S+1: 3
frontier orbital gap (alpha / beta): 4.215 / 7.617 eV
net charge: -1
maximum force: 5.96 eV/A
energy relative to the best compared isomer or geometry (same formula, charge and spin): 2.705 eV
E_HOMO (alpha / beta): -0.5 / -3.9 eV
<S²>: 2.0104
lowest unoccupied orbital energy (alpha / beta): 3.71 / 3.69 eV

---

# C4H8N3O2

A 2-piece molecular cluster, C4H8N3O2 overall at a distorted geometry (the ωB97M-V functional and the def2-TZVPD basis, the OMol25 dataset).

Each line ends with the Mulliken charge.
Atoms and positions in Å:
H: -0.475135 0.565903 -1.658089  0.310
C: -2.494655 0.371464 0.301986  0.076
H: -1.765804 -1.296628 1.197705  0.235
O: -2.263374 1.423364 -0.200247  -0.480
H: 0.619905 -0.963926 -1.939075  0.301
O: 0.226113 -1.916696 0.300124  -0.708
H: 1.425992 1.957280 1.481446  0.296
N: -0.016238 -0.373995 -1.361932  -0.369
H: 0.028315 2.008565 0.408148  0.305
N: 2.349454 -0.433236 -0.046284  -0.283
H: 3.332903 -0.544574 -0.438866  0.295
N: -1.564335 -0.617395 0.479424  -0.072
H: 1.875471 -1.356153 0.296865  0.394
H: -3.501842 0.072087 0.674288  0.365
C: 0.981032 1.547640 0.626213  -0.654
C: -0.374533 -0.988779 -0.221591  0.323
C: 1.616727 0.545085 0.099884  0.665

Atomic forces in eV per Å
0.9 -2.6 0.3
-0.9 -0.8 0.4
0.0 -0.2 0.0
0.5 1.2 -1.0
-0.9 1.2 0.3
0.7 -0.2 -0.6
0.9 0.3 1.4
-0.7 1.5 -1.1
0.0 -0.2 -0.8
2.5 -3.5 0.4
-1.8 0.8 0.3
1.1 -0.6 -0.5
0.6 1.1 -0.5
0.5 0.3 0.1
-0.4 -0.8 -1.0
-2.5 -0.2 1.7
-0.4 2.7 0.9

frontier orbital gap: 10.298 eV
net charge: +1
maximum force: 4.34 eV/A
energy relative to the best compared isomer or geometry (same formula, charge and spin): 2.681 eV
E_HOMO: -14.5 eV
lowest unoccupied orbital energy: -4.24 eV

---

# C4H8N3O2

An isolated ion of composition C4H8N3O2 and charge +1 at a distorted geometry (the ωB97M-V functional and the def2-TZVPD basis, the OMol25 dataset).

Each line ends with the Mulliken charge.
Atoms and positions in Å:
N: -1.296456 0.311414 -1.016105  0.013
H: -0.304614 2.138549 1.335621  0.320
C: 0.270543 -1.096400 -0.872153  -0.055
H: -1.295481 -2.184080 -0.045386  0.297
C: -0.652507 -1.376936 0.365262  -0.414
H: 2.059540 0.332643 -1.093843  0.316
O: -0.447290 -0.381143 -1.795540  -0.234
N: 0.724704 1.220720 -0.082446  0.034
H: -0.196461 -1.486515 1.320765  0.364
C: 1.392505 0.025880 -0.309449  -0.604
N: 0.548857 1.632766 1.103015  -0.143
H: 1.017282 1.281598 1.876020  0.221
H: -1.641318 1.078451 -1.566060  0.220
O: -1.824632 0.735048 1.093505  -0.641
C: -1.352160 -0.049123 0.306818  0.464
H: 0.959213 -1.789249 -1.286252  0.458
H: 2.038275 -0.393623 0.666228  0.384

Atomic forces in eV per Å
-0.6 0.5 -0.4
0.2 0.8 -0.6
2.1 1.9 2.5
0.0 0.2 1.1
0.0 0.1 -2.7
0.5 -0.8 -0.7
0.1 -1.8 -0.6
-1.3 1.2 1.5
0.4 -0.8 0.5
2.4 -0.7 2.5
-0.7 0.4 -2.2
1.3 -1.5 1.8
-0.5 0.6 0.7
-0.2 -0.7 1.1
-1.7 0.9 -1.5
-0.3 -1.2 -0.5
-1.8 0.8 -2.4

frontier orbital gap (alpha / beta): 8.063 / 8.064 eV
net charge: +1
maximum force: 3.78 eV/A
SMILES: [NH2+]=NC[C@H]1CC(=O)NO1
energy relative to the best compared isomer or geometry (same formula, charge and spin): 6.098 eV
E_HOMO (alpha / beta): -13.9 / -13.9 eV
lowest unoccupied orbital energy (alpha / beta): -5.85 / -5.85 eV

---

# C4H8N3O2

An isolated ion of composition C4H8N3O2 and charge +1 at a distorted geometry (the ωB97M-V functional and the def2-TZVPD basis, the OMol25 dataset).

Each line ends with the Mulliken charge.
Atoms and positions in Å:
H: -0.842783 -1.833368 0.363953  0.270
N: -0.631181 -0.995057 0.801162  -0.513
C: 1.242334 0.662757 0.548533  0.052
H: -0.781347 0.591148 -1.289266  0.347
C: 2.598747 0.607686 -0.048795  0.257
O: 2.639018 -0.685006 -0.588331  -0.198
N: 1.506286 -1.405293 -0.144131  -0.348
N: 0.689086 -0.541483 0.430138  0.754
H: -1.203623 0.960236 1.320399  0.264
C: -1.583916 0.110026 0.618277  -0.441
H: 1.137767 -1.877740 -0.982209  0.333
O: 3.335941 1.527322 -0.126895  -0.375
H: 0.847060 1.422256 1.097171  0.488
H: -2.239002 1.548878 -0.847411  0.296
H: -2.461610 -0.342502 -1.373704  0.295
C: -1.724808 0.482467 -0.840819  -0.857
H: -2.527975 -0.232327 1.061922  0.378

Atomic forces in eV per Å
-0.2 -2.0 -1.2
2.7 3.2 1.2
0.1 -4.3 -0.7
1.1 0.0 -1.0
-1.8 0.7 0.2
0.4 -0.1 0.3
1.9 -1.1 -1.4
-1.9 2.5 0.6
-0.9 -1.4 -1.4
0.3 1.0 1.5
-0.1 0.2 0.3
0.5 -1.2 -0.4
-1.1 2.0 1.2
0.8 -2.3 -0.4
2.1 2.3 1.1
-4.4 0.5 0.1
0.3 0.1 -0.1

frontier orbital gap: 9.497 eV
net charge: +1
maximum force: 4.42 eV/A
SMILES: CCN[n+]1cc(=O)o[nH]1
energy relative to the best compared isomer or geometry (same formula, charge and spin): 6.303 eV
E_HOMO: -15.3 eV
lowest unoccupied orbital energy: -5.80 eV

---

# C4H8N3O2

A 2-piece molecular cluster, C4H8N3O2 overall at a distorted geometry (the ωB97M-V functional and the def2-TZVPD basis, the OMol25 dataset).

Each line ends with the Mulliken charge.
Atoms and positions in Å:
C: 1.326339 1.669257 0.327374  -0.705
H: 1.436977 1.013573 1.217315  0.240
N: -0.145911 1.682160 -1.703543  -0.395
H: -1.736038 -2.267699 1.858038  0.288
N: 0.310010 1.155973 -0.553142  0.532
H: 0.399104 2.028268 -2.409073  0.269
H: 2.269753 1.773394 -0.237718  0.346
C: -1.231824 -0.226065 -1.263917  0.472
H: 1.025822 2.669506 0.877070  0.314
O: -1.860973 -1.216916 -1.394786  -0.468
C: 0.088853 -1.385647 1.181014  -0.467
O: -0.970746 0.655285 -2.246292  -0.193
H: 1.049610 -1.641339 0.659704  0.367
N: -0.829555 -2.293346 1.207137  -0.300
C: -0.366521 0.119727 -0.150722  0.098
H: 0.173147 -0.634573 2.052474  0.340
H: -0.938045 -3.101558 0.579066  0.262

Atomic forces in eV per Å
0.9 2.8 1.7
0.0 0.0 -1.1
-3.6 -1.0 0.9
3.0 0.5 -1.8
-0.5 -2.0 2.2
2.5 0.8 -1.9
-0.4 0.1 0.5
0.7 -0.8 0.5
0.5 -1.6 -1.8
-1.1 -0.5 -0.4
1.8 3.1 0.3
0.3 2.0 -0.9
-1.0 0.3 0.6
-4.6 -2.3 2.0
1.0 -0.3 0.5
-0.1 -1.8 -1.3
0.7 1.0 0.1

frontier orbital gap: 9.251 eV
net charge: +1
maximum force: 5.52 eV/A
energy relative to the best compared isomer or geometry (same formula, charge and spin): 6.191 eV
E_HOMO: -13.9 eV
lowest unoccupied orbital energy: -4.64 eV

---

What DFT total energy values result from the calculations? In sequence: -396.332012 -396.284880 -471.707446 -471.662491 -471.536929 -471.529399 -471.533499 hartree.